1.
Here is an isolated molecule of C5H7N from the Open Molecules 2025 dataset. Energies are from the ωB97M-V functional and the def2-TZVPD basis.

energy	-6785.21443	eV
largest force on an atom	0.0093	hartree/bohr
highest occupied orbital energy	-9.43	eV
charge	0
ΔE to the lowest compared entry with this formula, charge and spin	318.2	kJ/mol
spin multiplicity	1
Kohn-Sham gap	0.3869	Ha

Each line ends with the Mulliken charge.
Element x y z (Å)
C (2.82237, -0.84105, -0.71587)  0.296
C (1.81611, -0.32009, -0.30683)  -0.941
C (0.54424, 0.34189, -0.09567)  -0.089
C (-0.11580, 0.79831, 1.16508)  -0.300
N (-0.55251, -0.39912, 0.49083)  -0.310
C (-1.78862, -0.39098, -0.26547)  -0.797
H (3.69767, -1.30379, -1.11591)  0.412
H (0.29117, 0.97306, -0.95057)  0.336
H (-0.71152, 1.70841, 1.05389)  0.274
H (0.33199, 0.66146, 2.14624)  0.240
H (-1.70511, -1.15031, -1.04961)  0.283
H (-2.00498, 0.58089, -0.74268)  0.323
H (-2.62502, -0.65868, 0.38655)  0.275

2.
Here is a 2-piece molecular cluster, C5H7N overall from the Open Molecules 2025 dataset. Energies are from the ωB97M-V functional and the def2-TZVPD basis.

energy	-6783.56554	eV
largest force on an atom	0.0174	hartree/bohr
highest occupied orbital energy (spin up / spin down)	-8.74 / -8.74	eV
charge	0
ΔE to the lowest compared entry with this formula, charge and spin	477.3	kJ/mol
spin multiplicity	1
Kohn-Sham gap (spin up / spin down)	0.3232 / 0.3231	Ha

Each line ends with the Mulliken charge.
Element x y z (Å)
C (-0.84755, -0.97319, 0.48158)  -0.325
C (-1.09257, -0.39388, -0.68618)  -0.254
C (-0.56355, 1.02360, -0.69066)  -0.367
C (0.71127, 1.07604, 0.16389)  0.026
N (1.16100, 0.18239, 0.96294)  -0.523
C (0.02070, -0.57106, 1.39701)  -0.224
H (-1.38063, -0.89472, -1.60975)  0.361
H (-1.26867, 1.79341, -0.35278)  0.278
H (-0.25626, 1.30915, -1.70812)  0.271
H (1.28989, 1.99358, 0.12351)  0.390
H (-0.05566, -0.56205, 2.47678)  0.353
H (0.90261, -2.18844, -0.26761)  -0.018
H (1.52028, -1.77704, -0.32051)  0.031

3.
Here is an isolated molecule of C5H7N at a distorted geometry from the Open Molecules 2025 dataset. Energies are from the ωB97M-V functional and the def2-TZVPD basis.

energy	-6783.90043	eV
largest force on an atom	0.0330	hartree/bohr
highest occupied orbital energy	-9.22	eV
charge	0
ΔE to the lowest compared entry with this formula, charge and spin	445.0	kJ/mol
spin multiplicity	1
Kohn-Sham gap	0.3229	Ha

Each line ends with the Mulliken charge.
Element x y z (Å)
N (0.30317, 0.15767, 2.90132)  -0.456
C (0.03871, 0.49080, 1.81881)  0.051
C (-0.34965, 0.85720, 0.44399)  0.243
C (0.74737, 0.46389, -0.57961)  -0.532
C (0.36320, -0.99033, -0.86980)  -0.830
C (-1.54203, 0.07419, -0.13657)  -0.684
H (-0.57293, 1.93357, 0.41739)  0.344
H (0.60241, 1.06769, -1.48240)  0.287
H (1.77218, 0.60733, -0.21960)  0.330
H (0.72409, -1.41256, -1.81505)  0.385
H (0.56831, -1.67099, -0.03746)  0.332
H (-1.86691, -0.68079, 0.60915)  0.264
H (-0.78792, -0.89767, -1.05017)  0.264

4.
Here is a 2-piece molecular cluster, C5H7N overall at a distorted geometry from the Open Molecules 2025 dataset. Energies are from the ωB97M-V functional and the def2-TZVPD basis.

energy	-6784.73236	eV
largest force on an atom	0.1055	hartree/bohr
highest occupied orbital energy	-8.97	eV
charge	0
ΔE to the lowest compared entry with this formula, charge and spin	364.7	kJ/mol
spin multiplicity	1
Kohn-Sham gap	0.3654	Ha

Each line ends with the Mulliken charge.
Element x y z (Å)
C (0.15534, -1.80288, 0.43748)  -0.675
C (0.73096, -0.89271, -0.26025)  0.426
C (0.70805, 0.34300, -0.76390)  -0.155
C (1.18555, 1.43551, 0.13275)  -0.899
H (0.46731, -2.79625, 0.74852)  0.293
H (-0.95339, -1.62436, 0.66340)  -0.250
H (0.79660, 0.35808, -1.83168)  0.350
H (0.30413, 1.68456, 0.75892)  0.318
H (1.39481, 2.27489, -0.55370)  0.253
H (2.14528, 1.18108, 0.68337)  0.298
C (-2.36418, -0.04994, -0.06340)  0.145
N (-1.72709, 0.82079, -0.35704)  -0.391
H (-2.84337, -0.93178, 0.40554)  0.287

5.
Here is an isolated molecule of C5H7N at a distorted geometry from the Open Molecules 2025 dataset. Energies are from the ωB97M-V functional and the def2-TZVPD basis.

energy	-6786.93723	eV
largest force on an atom	0.0326	hartree/bohr
highest occupied orbital energy	-8.17	eV
charge	0
ΔE to the lowest compared entry with this formula, charge and spin	152.0	kJ/mol
spin multiplicity	1
Kohn-Sham gap	0.3381	Ha

Each line ends with the Mulliken charge.
Element x y z (Å)
C (-0.06168, -1.86336, 0.65752)  -0.701
N (0.24060, -0.44520, 0.18086)  0.172
C (1.27361, 0.43348, -0.49278)  -0.647
C (0.62893, 1.60524, -0.80825)  -0.176
C (-0.71466, 1.53392, -0.39721)  -0.626
C (-0.90457, 0.30393, 0.14974)  -0.123
H (0.35996, -2.12689, 1.63629)  0.266
H (0.19047, -2.65790, -0.05114)  0.305
H (-1.15605, -1.96606, 0.80234)  0.245
H (2.37333, 0.51183, -0.40914)  0.281
H (1.07967, 2.47856, -1.27871)  0.372
H (-1.46034, 2.30500, -0.46302)  0.378
H (-1.84927, -0.11257, 0.47351)  0.254

6.
Here is C5H7N as an isolated structure at a distorted geometry from the Open Molecules 2025 dataset. Energies are from the ωB97M-V functional and the def2-TZVPD basis.

energy	-6783.29795	eV
largest force on an atom	0.0840	hartree/bohr
highest occupied orbital energy (spin up / spin down)	-7.78 / -7.78	eV
charge	0
ΔE to the lowest compared entry with this formula, charge and spin	503.1	kJ/mol
spin multiplicity	1
Kohn-Sham gap (spin up / spin down)	0.2763 / 0.2763	Ha

Each line ends with the Mulliken charge.
Element x y z (Å)
C (-0.94578, -1.33210, 0.06834)  -0.175
C (-0.52797, 1.10325, -0.14841)  -0.582
C (0.25966, -0.52802, 0.53801)  -0.002
C (-1.91084, 0.54424, -0.04040)  -0.024
C (1.62373, -0.75590, -0.21378)  -1.051
N (-2.05644, -0.72392, 0.04399)  -0.365
H (-0.39224, 2.10951, 0.28494)  0.299
H (0.19445, 1.01506, -1.10483)  0.165
H (0.40003, -0.25024, 1.59402)  0.411
H (-2.76169, 1.21852, 0.15271)  0.370
H (2.45312, -0.21253, 0.30068)  0.309
H (1.58517, -0.41166, -1.23689)  0.324
H (2.07878, -1.77622, -0.23839)  0.320

7.
Here is an isolated molecule of C5H7N from the Open Molecules 2025 dataset. Energies are from the ωB97M-V functional and the def2-TZVPD basis.

energy	-6784.11115	eV
largest force on an atom	0.0134	hartree/bohr
highest occupied orbital energy	-7.38	eV
charge	0
ΔE to the lowest compared entry with this formula, charge and spin	424.7	kJ/mol
spin multiplicity	1
Kohn-Sham gap	0.2875	Ha

Each line ends with the Mulliken charge.
Element x y z (Å)
C (-1.73113, -0.99279, 0.15656)  -1.102
C (-0.62043, -0.12216, -0.29209)  0.410
C (1.36985, 1.06248, 0.11142)  -0.245
C (0.88792, -0.37400, -0.37744)  -0.486
C (-0.46665, 1.19176, -0.20245)  0.166
N (0.22546, 2.21320, -0.14215)  -0.659
H (-1.41315, -1.63590, 0.98748)  0.287
H (-2.55212, -0.36432, 0.51500)  0.328
H (-2.11524, -1.63251, -0.64357)  0.265
H (1.56130, 1.04238, 1.18447)  0.252
H (2.18202, 1.48678, -0.46840)  0.291
H (1.21576, -1.14466, 0.33781)  0.259
H (1.27955, -0.66602, -1.36558)  0.233

8.
Here is an isolated molecule of C5H7N from the Open Molecules 2025 dataset. Energies are from the ωB97M-V functional and the def2-TZVPD basis.

energy	-6782.10360	eV
largest force on an atom	0.0144	hartree/bohr
highest occupied orbital energy (spin up / spin down)	-8.39 / -8.39	eV
charge	0
ΔE to the lowest compared entry with this formula, charge and spin	618.4	kJ/mol
spin multiplicity	1
Kohn-Sham gap (spin up / spin down)	0.2662 / 0.2657	Ha

Each line ends with the Mulliken charge.
Element x y z (Å)
C (-0.35315, 1.15771, -0.71272)  -1.454
C (-0.18940, -0.23353, -0.00961)  1.268
C (-0.76235, 0.11826, 1.31906)  -0.858
N (-1.24257, -0.98572, -0.53357)  -0.698
C (1.19900, -0.71174, -0.04025)  -0.740
C (2.34659, -1.07594, -0.07776)  0.083
H (-0.04615, 1.02993, -1.74679)  0.350
H (0.24709, 1.92057, -0.21170)  0.391
H (-1.41468, 1.43079, -0.68302)  0.395
H (-1.52092, -0.46776, 1.81658)  0.306
H (-0.69809, 1.17292, 1.60107)  0.265
H (-0.93303, -1.96822, -0.61538)  0.257
H (3.36766, -1.38727, -0.10589)  0.434

9.
Here is C5H7N as an isolated structure from the Open Molecules 2025 dataset. Energies are from the ωB97M-V functional and the def2-TZVPD basis.

energy	-6783.99800	eV
largest force on an atom	0.0100	hartree/bohr
highest occupied orbital energy	-8.49	eV
charge	0
ΔE to the lowest compared entry with this formula, charge and spin	435.6	kJ/mol
spin multiplicity	1
Kohn-Sham gap	0.3337	Ha

Each line ends with the Mulliken charge.
Element x y z (Å)
C (-2.21849, 0.35822, 0.28161)  -0.546
N (-0.49726, -0.20956, -0.50854)  -0.220
C (0.16802, -1.18253, 0.24621)  -0.462
C (1.43442, -0.75646, 0.47089)  -0.365
C (1.59285, 0.51354, -0.19698)  -0.384
C (0.41631, 0.80623, -0.80138)  -0.403
H (-1.94246, 0.02929, 1.30229)  0.151
H (-1.28774, -0.43858, -1.10682)  0.472
H (-1.94817, 1.43563, 0.28603)  0.139
H (-0.36456, -2.06320, 0.57815)  0.421
H (2.18843, -1.27000, 1.05397)  0.396
H (2.48433, 1.12753, -0.20322)  0.395
H (0.10135, 1.65154, -1.39695)  0.406

10.
Here is an isolated molecule of C5H7N from the Open Molecules 2025 dataset. Energies are from the ωB97M-V functional and the def2-TZVPD basis.

energy	-6785.99983	eV
largest force on an atom	0.0102	hartree/bohr
highest occupied orbital energy	-9.83	eV
charge	0
ΔE to the lowest compared entry with this formula, charge and spin	242.4	kJ/mol
spin multiplicity	1
Kohn-Sham gap	0.4042	Ha

Each line ends with the Mulliken charge.
Element x y z (Å)
C (-0.22930, -2.26735, -2.03034)  0.180
C (0.40983, -1.74064, -1.15722)  -0.372
C (1.07523, -1.03007, -0.05583)  -0.633
N (0.03556, -0.34919, 0.70495)  -0.410
C (-0.01564, 0.91150, 0.60446)  0.082
C (-1.15879, 1.68697, 1.18046)  -0.964
H (-0.81152, -2.73159, -2.79516)  0.381
H (1.58805, -1.74905, 0.59320)  0.278
H (1.83652, -0.34121, -0.46095)  0.329
H (0.74678, 1.48117, 0.04641)  0.295
H (-1.89427, 0.99081, 1.58931)  0.259
H (-0.83697, 2.38481, 1.96071)  0.294
H (-1.62787, 2.27781, 0.38468)  0.282